The following is a quantum chemistry calculation of C32H26BrN3NiO6Se as an isolated structure, from OMol25.

The geometry in XYZ format:
```
70
Properties=species:S:1:pos:R:3:mulliken_charge:R:1
Ni 0.5283 0.8335 -0.4871 0.551
Br 3.6896 -5.7999 -1.9855 -0.305
C 2.9232 -4.0497 -1.9443 -0.269
C 2.8727 -3.2891 -3.1285 -0.271
C 2.3229 -2.0438 -3.1083 -0.680
C 1.7805 -1.4463 -1.9118 0.060
O 1.2696 -0.2979 -1.9913 -0.375
C 1.8555 -2.2575 -0.7183 0.154
C 1.3456 -1.8628 0.5619 0.327
N 0.8357 -0.7282 0.8637 1.158
C 0.3380 -0.4666 2.1514 -0.198
C 0.3423 -1.3182 3.2245 -0.493
C -0.1352 -0.9123 4.4864 -0.833
C -0.6255 0.3419 4.6925 -0.968
C -0.6653 1.2541 3.6150 1.341
C -1.1537 2.5755 3.7337 -0.794
C -1.1488 3.3949 2.6500 -0.837
C -0.6514 2.9106 1.4204 -0.670
N -0.1911 1.6992 1.2867 0.962
C -0.1879 0.8534 2.3497 -0.128
C 2.4247 -3.5455 -0.7804 -0.672
H 3.2678 -3.6997 -4.0499 0.382
H 2.2706 -1.4410 -4.0060 0.461
H 1.4199 -2.6428 1.3260 -0.181
H 0.7217 -2.3257 3.1220 0.353
H -0.1040 -1.6206 5.3066 0.354
H -0.9847 0.6533 5.6666 0.379
H -1.5226 2.9165 4.6953 0.368
H -1.5153 4.4112 2.7099 0.415
H -0.6234 3.5192 0.5221 0.580
H 2.4576 -4.1405 0.1255 0.429
C -6.1796 -0.5320 -4.9838 -1.472
C -5.0902 -0.6939 -3.9532 0.804
C -3.8106 -1.0887 -4.3203 -1.135
C -2.7833 -1.2105 -3.3867 0.824
C -1.3948 -1.6071 -3.8087 -1.242
C -3.0524 -0.9314 -2.0485 0.682
C -4.3285 -0.5240 -1.6579 1.222
C -4.5919 -0.1897 -0.2118 -1.392
C -5.3332 -0.4156 -2.6124 -1.047
C -1.9668 -1.0672 -0.9930 -0.212
O -1.7840 -2.1950 -0.5131 -0.786
O -1.4076 0.0171 -0.6643 -0.328
H -5.9128 -1.0302 -5.9174 0.351
H -6.3552 0.5233 -5.2114 0.269
H -7.1257 -0.9527 -4.6343 0.353
H -3.5987 -1.3021 -5.3649 0.257
H -1.3669 -1.8772 -4.8661 0.286
H -1.0382 -2.4530 -3.2175 0.322
H -0.6948 -0.7860 -3.6352 0.142
H -4.3493 -1.0393 0.4303 0.312
H -5.6362 0.0870 -0.0538 0.380
H -3.9528 0.6375 0.1025 0.146
H -6.3261 -0.0974 -2.3031 0.285
Se 2.8749 1.9731 -0.1148 -0.289
C 3.0010 2.4012 1.7367 -0.216
C 3.1510 3.7326 2.1566 -0.446
C 3.2308 4.0671 3.5028 -0.444
C 3.1603 3.0838 4.4857 -0.544
C 3.0289 1.7578 4.0911 -0.410
C 2.9609 1.4245 2.7430 -0.109
H 3.1843 4.5075 1.4005 0.368
H 3.3375 5.1091 3.7873 0.339
H 3.2115 3.3465 5.5361 0.350
H 2.9779 0.9693 4.8353 0.369
H 2.8926 0.3838 2.4527 0.388
O 1.0602 2.6137 -3.1989 -0.581
N 0.2593 3.1570 -2.4516 0.793
O -0.1769 4.2978 -2.6582 -0.741
O -0.1905 2.5306 -1.4357 -0.446
```

Computed properties:
Kohn-Sham gap (spin up / spin down) ... 5.5073 / 5.5891 eV
Charge ... -2
Electronic energy ... -226795.246 eV
2S+1 ... 3
Molar mass ... 766.13 g/mol
F_max ... 0.33 eV/Å